Record 1
DFT (the ωB97M-V functional and the def2-TZVPD basis) results for the molecule C3H3NO at a distorted geometry.

Values from the calculation:
net charge = 0
energy above the lowest of the compared OMol25 structures with the same formula, charge and spin = 132.37 kcal per mole
HOMO energy (alpha / beta) = -9.3 / -8.3 eV
max |F| = 1.296 eV Å⁻¹
calculated total energy = -6690.752 eV

Each line ends with the Löwdin charge.
Geometry (Å):
O1 0.3568 -1.6727 0.0461  -0.1220
C1 0.8415 -0.4732 0.0669  -0.1636
C2 -0.3722 1.8023 0.0200  0.1534
C3 -0.0209 0.6441 0.0716  -0.1466
N1 -0.9358 -1.8596 0.0429  0.0796
H1 1.8662 -0.3856 -0.2543  0.1249
H2 -0.4600 2.8670 0.0078  0.0430
H3 -1.2818 -0.8745 -0.0114  0.0314

Record 2
DFT (the ωB97M-V functional and the def2-TZVPD basis) results for a structure of composition C4H8O3Tl at a distorted geometry.

Values from the calculation:
net charge = +1
energy above the lowest of the compared OMol25 structures with the same formula, charge and spin = 109.94 kcal per mole
HOMO energy (alpha / beta) = -13.4 / -13.2 eV
max |F| = 7.408 eV Å⁻¹
calculated total energy = -15101.513 eV

Each line ends with the Löwdin charge.
Geometry (Å):
C1 -1.8988 0.1229 -1.9300  -0.0298
O1 -0.9972 0.4004 -0.8770  -0.4592
C2 0.3424 0.6963 -1.2406  -0.1173
C3 1.0676 0.8741 0.0978  -0.1318
O2 2.2117 1.2896 0.1095  0.2044
H1 -2.8684 -0.0670 -1.4556  0.1087
H2 -1.9680 0.9899 -2.6028  0.1180
H3 -1.5648 -0.7648 -2.4862  0.1186
H4 0.3867 1.6138 -1.8508  0.1699
H5 0.7799 -0.1491 -1.7974  0.1731
O3 0.3834 -0.6467 1.5347  -0.4538
C4 1.1372 -1.1277 2.6083  -0.1527
Tl1 -1.1237 0.5695 1.2026  1.1474
H6 2.1740 -1.2395 2.2457  0.1040
H7 1.2567 -0.4862 3.4981  0.0936
H8 0.6813 -2.0755 2.9437  0.1067

Record 3
DFT (the ωB97M-V functional and the def2-TZVPD basis) results for the ion C7H12N3O2 with charge +1 at a distorted geometry.

Values from the calculation:
net charge = +1
energy above the lowest of the compared OMol25 structures with the same formula, charge and spin = 157.65 kcal per mole
HOMO energy (alpha / beta) = -11.5 / -11.3 eV
SMILES = CCOC1=C(N(C)/C=C\N=[NH2+])O1
max |F| = 3.774 eV Å⁻¹
calculated total energy = -16005.109 eV

Each line ends with the Löwdin charge.
Geometry (Å):
C1 2.8211 1.8902 -1.4605  -0.0225
C2 2.5749 0.4337 -1.8210  -0.1426
O1 1.2318 0.1112 -1.4682  0.0975
C3 1.0486 -0.1854 -0.2546  -0.2041
C4 0.5316 -0.9654 0.6789  -0.0972
N1 -0.4450 -1.1134 1.5918  -0.0559
C5 0.1824 -1.4345 2.8714  0.0151
C6 -1.7967 -1.1296 1.4433  0.0226
C7 -2.7035 -0.9517 0.3875  -0.1579
N2 -2.5714 -0.6771 -0.8645  -0.0023
N3 -3.5677 -0.9314 -1.7297  0.0564
O2 1.8229 -0.2961 0.9238  0.1108
H1 2.1121 2.0287 -0.6661  0.0776
H2 3.7797 2.0914 -1.0147  0.0912
H3 2.6980 2.6463 -2.1650  0.0668
H4 3.2214 -0.2301 -1.2383  0.1386
H5 2.5464 0.2850 -2.9268  0.1540
H6 -0.3174 -1.9599 3.5735  0.0672
H7 1.1010 -2.0051 2.7089  0.1215
H8 0.5364 -0.5591 3.4000  0.1183
H9 -2.2207 -1.5397 2.4622  0.1792
H10 -3.6782 -1.2638 0.6006  0.0948
H11 -4.4967 -1.3814 -1.5196  0.1485
H12 -3.3583 -0.7004 -2.7076  0.1225

Record 4
DFT (the ωB97M-V functional and the def2-TZVPD basis) results for a structure of composition C22H28N8O2Rb.

Values from the calculation:
net charge = -1
energy above the lowest of the compared OMol25 structures with the same formula, charge and spin = 0.00 kcal per mole
HOMO energy = -4.2 eV
max |F| = 0.370 eV Å⁻¹
calculated total energy = -39939.222 eV

Each line ends with the Löwdin charge.
Geometry (Å):
Rb1 -0.5346 -0.4754 -0.5748  1.0339
C1 1.7879 2.4717 -1.2580  -0.0956
N1 0.6856 1.9673 -2.0604  -0.2604
C2 1.1101 1.5528 -3.4070  -0.1982
C3 1.0069 0.0386 -3.6025  -0.1830
C4 1.8770 -0.7400 -2.6093  -0.2821
N2 1.3797 -2.0963 -2.4261  0.0057
C5 1.7288 -2.8067 -1.4237  -0.1686
C6 2.5908 -2.5882 -0.2385  -0.1404
C7 3.3074 -3.7203 0.1769  -0.0886
C8 4.2027 -3.7058 1.2263  -0.1409
C9 4.3790 -2.5051 1.9231  -0.1264
C10 3.6592 -1.3848 1.5934  -0.0379
C11 2.6896 -1.3770 0.5402  -0.4253
O1 1.9529 -0.3561 0.3556  -0.2569
C12 -0.4385 2.8903 -2.0199  -0.2200
C13 -1.7036 2.3567 -2.6942  -0.1853
C14 -2.9852 2.7104 -1.9428  -0.2455
N3 -3.0436 2.0962 -0.6104  0.0409
C15 -3.3329 0.8542 -0.6163  -0.2046
C16 -3.4733 -0.0083 0.5609  -0.2159
C17 -3.8854 0.5123 1.7872  -0.0748
C18 -4.0817 -0.3031 2.8855  -0.1391
C19 -3.8757 -1.6801 2.7365  -0.1293
C20 -3.4867 -2.2322 1.5387  -0.0476
C21 -3.2618 -1.4290 0.3746  -0.5194
O2 -2.8295 -1.9140 -0.7180  -0.2207
H1 2.1851 3.4233 -1.6534  0.0869
H2 2.5916 1.7400 -1.2143  0.0779
H3 1.4518 2.6315 -0.2329  0.0901
H4 2.1403 1.8887 -3.5802  0.1183
H5 0.5009 2.0597 -4.1629  0.1120
H6 1.2537 -0.2482 -4.6293  0.1077
H7 -0.0492 -0.2426 -3.4871  0.0871
H8 1.9429 -0.1956 -1.6644  0.0405
H9 2.9055 -0.8221 -2.9840  0.1317
H10 1.3214 -3.8229 -1.4500  0.1082
H11 3.1546 -4.6415 -0.3798  0.1001
H12 4.7502 -4.5971 1.5036  0.0794
H13 5.0799 -2.4595 2.7510  0.0900
H14 3.7691 -0.4673 2.1594  0.0998
H15 -0.1708 3.8696 -2.4628  0.1231
H16 -0.6522 3.0781 -0.9647  0.1160
H17 -1.6468 1.2676 -2.7798  0.0861
H18 -1.7729 2.7194 -3.7242  0.1072
H19 -3.8464 2.4063 -2.5502  0.1072
H20 -3.0538 3.7939 -1.8098  0.1041
H21 -3.4569 0.3159 -1.5706  0.1265
H22 -4.0345 1.5850 1.8464  0.1035
H23 -4.4028 0.1041 3.8359  0.0784
H24 -4.0248 -2.3384 3.5875  0.0906
H25 -3.3337 -3.3010 1.4414  0.1011
N4 1.0121 1.2091 5.2458  0.1122
N5 0.4316 0.6563 4.1060  -0.3026
N6 0.3333 -0.6398 3.9205  0.1391
C22 -0.2224 -0.6716 2.7205  -0.2308
N7 -0.4426 0.5566 2.2191  -0.0074
N8 -0.0169 1.3922 3.1259  0.0643
H26 0.3937 0.9997 6.0269  0.0880
H27 0.9537 2.2141 5.0952  0.0853
H28 -0.4699 -1.5915 2.2181  0.1043

Record 5
DFT (the ωB97M-V functional and the def2-TZVPD basis) results for a structure of composition C5H13N2 at a distorted geometry.

Values from the calculation:
net charge = +1
energy above the lowest of the compared OMol25 structures with the same formula, charge and spin = 38.09 kcal per mole
2S+1 = 3
HOMO energy (alpha / beta) = -8.9 / -14.8 eV
max |F| = 4.643 eV Å⁻¹
calculated total energy = -8363.122 eV

Each line ends with the Löwdin charge.
Geometry (Å):
C1 1.8175 -0.6699 0.3137  0.0186
C2 0.2843 1.1163 -0.0405  -0.3359
C3 -0.8854 -0.7087 0.0751  -0.1753
C4 -0.4260 2.2251 0.5437  -0.0676
C5 -1.3883 -0.8976 -1.3526  -0.0366
N1 1.2830 0.5413 0.6952  -0.0642
N2 0.1974 -1.5890 0.2585  0.0619
H1 2.2687 -0.6637 -0.7539  0.1555
H2 2.4253 -1.1598 1.0530  0.1155
H3 0.6339 1.1817 -1.0328  0.1146
H4 -1.5001 -0.5679 0.9367  0.1306
H5 -1.3501 2.4047 0.0113  0.0839
H6 0.3057 3.0851 0.3467  0.1284
H7 -0.6025 2.1517 1.6442  0.1019
H8 -1.9269 -1.9288 -1.4601  0.1423
H9 -0.5442 -0.7340 -2.0048  0.0840
H10 -2.2060 -0.3378 -1.6937  0.0631
H11 1.2645 0.8245 1.6941  0.1665
H12 0.2293 -2.2301 -0.4736  0.1063
H13 0.1200 -2.0431 1.2395  0.2065

Record 6
DFT (the ωB97M-V functional and the def2-TZVPD basis) results for a cluster of 3 separate species, C4H13O4 in total at a distorted geometry.

Values from the calculation:
net charge = -1
energy above the lowest of the compared OMol25 structures with the same formula, charge and spin = 16.71 kcal per mole
HOMO energy = -4.3 eV
max |F| = 1.213 eV Å⁻¹
calculated total energy = -12549.508 eV

Each line ends with the Löwdin charge.
Geometry (Å):
C1 -1.7189 -0.2516 -0.3969  -0.2372
O1 -1.4481 -1.6174 -0.8047  -0.1451
C2 -1.2833 -0.0416 1.0778  -0.1890
C3 -0.1420 0.9690 1.3292  -0.1861
C4 1.2638 0.3282 1.1667  -0.4188
O2 1.8903 0.5073 -0.0337  -0.3087
H1 -1.1213 0.4033 -1.0470  0.0862
H2 -2.8088 -0.1991 -0.4925  0.0991
H3 -0.5200 -1.6759 -1.0891  0.0029
H4 -0.8619 -1.0410 1.2647  0.0923
H5 -2.1220 0.0401 1.7783  0.0888
H6 -0.2411 1.7936 0.6176  0.1018
H7 -0.1798 1.3618 2.3409  0.0822
H8 1.2326 -0.7346 1.5010  0.0954
H9 1.8794 0.7693 1.9790  0.0814
H10 1.0501 1.2957 -1.3644  -0.0079
H11 0.5039 0.6204 -2.6564  0.0308
O3 0.5204 1.4778 -2.1831  -0.1260
H12 1.5620 -2.0361 -0.7169  0.0334
H13 1.3865 -0.5176 -0.8945  -0.0100
O4 1.1583 -1.4516 -1.3762  -0.1656